C40H43BaNO2PS4 as an isolated structure. Source: the Open Molecules 2025 dataset; level of theory: ωB97M-V with the def2-TZVPD basis set.

The HOMO-LUMO gap is 6.4 eV. The LUMO energy comes out at -2.84 eV. The energy above the lowest of the compared OMol25 structures with the same formula, charge and spin comes out at 0.0 kJ/mol. The calculation puts the highest occupied orbital energy at -9.231 eV.

```
! wB97M-V def2-TZVPD RIJCOSX def2/J DEFGRID3
* xyz 1 1
Ba -0.03 -0.66 0.32
C 0.53 -5.01 -0.93
C -0.80 -4.60 -1.55
S -1.82 -3.47 -0.57
C -2.31 -4.50 0.84
C -2.55 -3.67 2.09
S -1.15 -2.69 2.67
C 0.10 -3.99 2.84
C 1.38 -3.41 3.42
S 2.16 -2.12 2.42
C 3.34 -3.07 1.42
C 2.77 -4.20 0.58
S 1.61 -3.57 -0.66
H 1.03 -5.71 -1.60
H 0.38 -5.51 0.02
H -1.37 -5.49 -1.79
H -0.64 -4.06 -2.49
H -1.55 -5.26 1.02
H -3.23 -5.03 0.58
H -2.89 -4.32 2.90
H -3.35 -2.94 1.91
H 0.29 -4.44 1.87
H -0.29 -4.76 3.52
H 2.11 -4.20 3.59
H 1.18 -2.95 4.39
H 4.11 -3.47 2.08
H 3.81 -2.32 0.78
H 2.25 -4.94 1.20
H 3.59 -4.72 0.08
C -0.60 4.66 -2.15
C -1.62 3.89 -2.70
C -2.22 2.89 -1.94
C -1.82 2.64 -0.63
C -0.79 3.41 -0.09
C -0.19 4.41 -0.84
P -2.72 1.36 0.36
C -4.43 1.98 0.22
C -4.74 3.34 0.21
C -6.06 3.76 0.16
C -7.09 2.83 0.12
C -6.79 1.47 0.13
C -5.47 1.05 0.18
C -2.16 1.68 2.05
C -2.85 2.48 2.96
C -2.31 2.68 4.22
C -1.09 2.09 4.54
C -0.43 1.30 3.61
C -0.93 1.04 2.33
H -0.15 5.46 -2.72
H -1.96 4.08 -3.71
H -3.04 2.32 -2.37
H -0.48 3.24 0.93
H 0.59 5.01 -0.39
H -3.95 4.08 0.24
H -6.29 4.82 0.15
H -8.12 3.16 0.08
H -7.59 0.74 0.10
H -5.24 0.00 0.18
H -3.79 2.94 2.70
H -2.83 3.28 4.95
H -0.66 2.24 5.53
H 0.52 0.85 3.92
C 4.81 -0.40 -3.32
O 3.71 0.45 -3.02
C 2.47 -0.07 -3.11
C 2.18 -1.37 -3.50
C 0.86 -1.79 -3.59
C -0.18 -0.94 -3.28
C 0.10 0.36 -2.89
C 1.41 0.80 -2.79
N 1.67 2.17 -2.52
C 2.61 2.77 -1.81
C 3.46 2.34 -0.79
C 4.52 3.22 -0.42
C 5.34 2.94 0.62
C 5.10 1.77 1.38
C 4.07 0.92 1.10
C 3.20 1.16 -0.01
O 2.18 0.44 -0.26
H 5.70 0.21 -3.18
H 4.76 -0.75 -4.35
H 4.84 -1.25 -2.63
H 2.98 -2.05 -3.75
H 0.66 -2.80 -3.94
H -1.21 -1.26 -3.37
H -0.69 1.06 -2.66
H 1.05 2.80 -3.02
H 2.68 3.83 -2.05
H 4.66 4.13 -1.00
H 6.15 3.60 0.89
H 5.73 1.56 2.24
H 3.87 0.06 1.73
*
```

=====

C40H43BrMgN4O4P2STe as an isolated structure in a non-equilibrium geometry. Source: the Open Molecules 2025 dataset; level of theory: ωB97M-V with the def2-TZVPD basis set.

The HOMO-LUMO gap is 5.5 eV. The LUMO energy comes out at 0.04 eV. The energy above the lowest of the compared OMol25 structures with the same formula, charge and spin comes out at 394.9 kJ/mol. The calculation puts the highest occupied orbital energy at -5.460 eV.

```
! wB97M-V def2-TZVPD RIJCOSX def2/J DEFGRID3
* xyz 0 1
Mg 0.53 -1.18 -0.80
N -1.55 0.94 -0.67
P -0.50 0.73 0.64
C -0.54 2.39 1.43
C 0.38 3.36 1.03
C 0.38 4.61 1.61
C -0.55 4.92 2.60
C -1.46 3.96 3.00
C -1.46 2.70 2.43
C -1.53 -0.23 1.80
C -0.91 -0.67 2.97
C -1.60 -1.44 3.88
C -2.92 -1.80 3.62
C -3.53 -1.39 2.45
C -2.84 -0.61 1.54
P -0.94 0.50 -2.23
C -1.50 1.98 -3.16
C -1.42 3.25 -2.61
C -1.83 4.35 -3.34
C -2.32 4.20 -4.62
C -2.40 2.93 -5.18
C -1.99 1.83 -4.46
C -2.26 -0.65 -2.80
C -3.57 -0.54 -2.36
C -4.54 -1.40 -2.84
C -4.21 -2.39 -3.76
C -2.90 -2.49 -4.20
C -1.93 -1.62 -3.73
H -2.27 1.65 -0.60
H 1.10 3.11 0.26
H 1.10 5.35 1.30
H -0.54 5.89 3.06
H -2.19 4.20 3.77
H -2.17 1.96 2.76
H 0.12 -0.41 3.14
H -1.12 -1.78 4.78
H -3.46 -2.41 4.33
H -4.55 -1.69 2.23
H -3.32 -0.29 0.62
H -1.02 3.39 -1.61
H -1.77 5.34 -2.91
H -2.64 5.06 -5.19
H -2.77 2.80 -6.19
H -2.05 0.84 -4.89
H -3.85 0.22 -1.64
H -5.56 -1.30 -2.51
H -4.97 -3.06 -4.14
H -2.62 -3.26 -4.91
H -0.91 -1.71 -4.08
N -1.13 -2.65 -0.35
C -1.18 -3.87 -1.16
C 0.22 -4.25 -1.66
C 0.66 -3.22 -2.71
O 0.62 -3.52 -3.89
O 0.99 -2.07 -2.27
H -0.80 -2.89 0.59
H -2.06 -2.26 -0.25
H -1.83 -3.69 -2.02
H -1.60 -4.71 -0.58
H 0.19 -5.23 -2.13
H 0.93 -4.24 -0.83
Br 4.88 4.24 4.10
C 4.41 2.49 3.48
C 5.16 1.38 3.86
C 4.83 0.13 3.43
C 3.58 -0.14 2.65
C 2.97 1.11 2.14
C 3.37 2.34 2.55
C 3.80 -1.18 1.54
O 4.67 -2.01 1.59
O 2.93 -1.10 0.49
H 6.05 1.51 4.47
H 5.47 -0.71 3.65
H 2.22 1.02 1.36
H 2.90 3.22 2.14
C 1.69 0.93 5.07
N 2.26 -0.38 4.90
C 2.29 -1.33 5.90
C 2.88 -2.44 5.40
N 3.21 -2.16 4.10
C 2.85 -0.89 3.79
S 1.65 -2.06 1.19
H 2.15 1.42 5.93
H 0.61 0.85 5.24
H 1.87 1.51 4.17
H 1.86 -1.13 6.86
H 3.09 -3.38 5.86
H 3.71 -2.75 3.46
C 0.29 -0.52 -6.76
Te 1.10 0.26 -4.91
C 2.60 -1.27 -4.77
H 1.08 -0.60 -7.50
H -0.47 0.15 -7.12
H -0.13 -1.50 -6.59
H 3.37 -1.14 -5.53
H 2.12 -2.24 -4.88
H 3.04 -1.20 -3.78
*
```

=====

C40H43ClCuN13O2S as an isolated structure in a non-equilibrium geometry. Source: the Open Molecules 2025 dataset; level of theory: ωB97M-V with the def2-TZVPD basis set.

The HOMO-LUMO gap (spin up / spin down) is 7.3 / 7.8 eV. The LUMO energy (spin up / spin down) comes out at -2.48 / -2.48 eV. The expectation value of S² is 0.756. The energy above the lowest of the compared OMol25 structures with the same formula, charge and spin comes out at 285.8 kJ/mol. The calculation puts the highest occupied orbital energy (spin up / spin down) at -9.787 / -10.296 eV.

```
! wB97M-V def2-TZVPD RIJCOSX def2/J DEFGRID3
* xyz 1 2
Cu 0.00 0.00 0.00
C 0.47 -5.05 -2.32
N 0.06 -3.79 -1.73
C 0.82 -2.95 -0.99
N 0.11 -1.90 -0.64
C -1.12 -2.18 -1.17
N -1.21 -3.34 -1.83
C 0.84 -4.92 -3.78
C 0.25 -5.76 -4.74
C 0.60 -5.65 -6.09
C 1.55 -4.71 -6.50
C 2.15 -3.86 -5.57
C 1.80 -3.99 -4.21
C 3.10 -2.85 -6.01
N 3.64 -2.62 -7.19
N 4.40 -1.48 -7.07
C 4.28 -1.08 -5.82
O 3.48 -1.91 -5.08
C 4.78 0.11 -5.14
C 5.39 1.13 -5.88
C 5.83 2.29 -5.25
C 5.64 2.46 -3.88
C 5.03 1.47 -3.11
C 4.88 1.70 -1.62
N 3.89 0.85 -0.96
C 2.54 0.83 -1.15
N 2.01 -0.07 -0.35
C 3.08 -0.53 0.36
N 4.26 -0.02 0.00
C 4.63 0.28 -3.75
H -0.36 -5.76 -2.18
H 1.33 -5.43 -1.76
H 1.86 -3.12 -0.77
H -1.97 -1.52 -1.06
H -0.50 -6.49 -4.45
H 0.13 -6.30 -6.82
H 1.80 -4.63 -7.55
H 2.28 -3.34 -3.48
H 5.53 1.02 -6.95
H 6.31 3.08 -5.84
H 5.99 3.39 -3.42
H 4.55 2.73 -1.43
H 5.84 1.54 -1.13
H 2.02 1.45 -1.86
H 2.99 -1.27 1.14
H 4.18 -0.52 -3.17
C -6.83 4.21 -0.98
C -6.98 2.90 -0.16
C -7.55 3.31 1.21
C -8.05 2.05 -0.88
C -5.58 2.13 -0.08
O -5.08 2.05 -1.45
C -5.65 0.66 0.41
C -6.04 0.42 1.87
C -5.50 -0.90 2.38
C -4.47 -0.92 3.33
C -3.94 -2.13 3.77
C -4.44 -3.33 3.28
Cl -3.78 -4.82 3.82
C -5.47 -3.33 2.34
C -6.00 -2.12 1.89
C -4.51 2.97 0.69
N -3.25 2.29 0.92
C -2.33 1.87 0.01
N -1.34 1.26 0.63
C -1.68 1.39 1.94
N -2.84 2.01 2.18
H -7.80 4.73 -1.07
H -6.49 4.02 -2.01
H -6.14 4.91 -0.51
H -8.50 3.83 1.09
H -6.89 3.99 1.75
H -7.75 2.45 1.85
H -8.98 2.61 -1.00
H -8.30 1.15 -0.30
H -7.73 1.74 -1.88
H -5.62 1.40 -1.93
H -4.68 0.19 0.21
H -6.32 0.08 -0.24
H -7.13 0.39 1.97
H -5.69 1.23 2.52
H -4.06 0.01 3.72
H -3.13 -2.13 4.50
H -5.86 -4.27 1.95
H -6.80 -2.13 1.16
H -4.88 3.28 1.67
H -4.24 3.87 0.13
H -2.45 2.00 -1.06
H -1.07 1.01 2.75
S 1.07 2.01 0.48
C 1.80 3.51 0.67
N 2.42 3.78 1.87
C 3.05 4.96 2.14
C 3.08 5.93 1.23
C 2.40 5.60 -0.03
N 1.81 4.48 -0.30
H 2.40 3.04 2.56
H 3.51 5.06 3.12
H 3.55 6.89 1.37
H 2.42 6.39 -0.80
H -1.47 -0.77 -0.01
*
```

=====

C40H43ClFN6SV as an isolated structure. Source: the Open Molecules 2025 dataset; level of theory: ωB97M-V with the def2-TZVPD basis set.

The HOMO-LUMO gap (spin up / spin down) is 5.0 / 5.8 eV. The LUMO energy (spin up / spin down) comes out at 4.40 / 4.40 eV. The expectation value of S² is 2.066. The energy above the lowest of the compared OMol25 structures with the same formula, charge and spin comes out at 57.9 kJ/mol. The calculation puts the highest occupied orbital energy (spin up / spin down) at -0.610 / -1.386 eV.

```
! wB97M-V def2-TZVPD RIJCOSX def2/J DEFGRID3
* xyz -2 3
V -0.82 -0.97 -0.17
N -3.58 -0.20 3.21
C -2.91 -0.23 1.98
S -1.32 0.47 1.92
N -3.56 -0.76 0.99
N -2.80 -0.68 -0.18
C -3.34 -0.01 -1.21
C -4.80 0.12 -1.37
C -5.41 1.33 -1.71
C -6.79 1.42 -1.85
C -7.59 0.30 -1.65
C -6.99 -0.90 -1.29
C -5.62 -0.99 -1.14
C -2.41 0.62 -2.08
C -2.73 1.24 -3.32
C -1.77 1.91 -4.02
C -0.46 1.97 -3.52
C -0.18 1.27 -2.36
N -1.10 0.60 -1.66
H -2.94 -0.21 3.99
H -4.30 -0.90 3.26
H -4.80 2.21 -1.83
H -7.24 2.37 -2.11
H -8.66 0.37 -1.76
H -7.60 -1.78 -1.11
H -5.15 -1.92 -0.84
H -3.74 1.16 -3.70
H -2.02 2.38 -4.96
H 0.33 2.49 -4.04
H 0.83 1.23 -1.98
C 3.86 -1.60 3.73
C 2.60 -1.14 4.48
C 1.35 -1.84 3.94
C 2.44 0.37 4.53
C 2.50 1.00 5.76
C 2.33 2.37 5.90
C 2.06 3.12 4.76
C 1.98 2.53 3.50
C 1.60 3.37 2.30
C 2.68 4.41 1.97
C 0.25 4.05 2.51
C 2.20 1.13 3.36
N 2.03 0.52 2.13
C 2.92 0.68 1.17
C 4.23 1.25 1.26
C 5.10 1.30 0.18
C 4.75 0.81 -1.07
C 3.47 0.26 -1.22
C 2.63 0.22 -0.15
F 1.36 -0.29 -0.36
H 4.03 -2.67 3.91
H 4.74 -1.05 4.07
H 3.75 -1.44 2.66
H 2.73 -1.46 5.53
H 1.12 -1.49 2.93
H 0.48 -1.61 4.57
H 1.48 -2.92 3.92
H 2.68 0.39 6.65
H 2.38 2.84 6.87
H 1.89 4.18 4.85
H 1.50 2.69 1.46
H 2.82 5.11 2.81
H 2.40 4.99 1.09
H 3.64 3.93 1.76
H 0.29 4.79 3.31
H -0.52 3.31 2.75
H -0.06 4.57 1.59
H 4.55 1.62 2.23
H 6.08 1.73 0.33
H 5.44 0.85 -1.91
H 3.12 -0.14 -2.16
C 2.16 -3.28 0.19
C 1.15 -4.12 0.91
C 1.48 -5.38 1.40
C 0.54 -6.15 2.08
C -0.74 -5.65 2.26
C -1.10 -4.40 1.79
C -2.48 -3.84 2.02
C -0.15 -3.62 1.11
N -0.48 -2.37 0.67
H 3.12 -3.79 0.12
H 2.31 -2.34 0.73
H 1.82 -3.01 -0.81
H 2.48 -5.76 1.25
H 0.81 -7.13 2.46
H -1.49 -6.25 2.79
H -3.14 -4.60 2.43
H -2.90 -3.44 1.10
H -2.43 -2.99 2.71
Cl 0.55 -1.94 -3.08
C -0.92 -2.13 -1.98
H -0.96 -3.20 -1.80
H -1.76 -1.86 -2.63
*
```